Entry 1
A 2-piece molecular cluster, C3H9S2 overall. Source: the Open Molecules 2025 dataset; level of theory: wB97M-V/def2-TZVPD.

Kohn-Sham gap: 6.1 eV
Total charge: -1

Atoms and positions in Å:
C -1.90 -1.49 0.92
S -2.52 -0.80 -0.75
H -2.77 -1.47 1.56
H -1.11 -0.79 1.16
H -1.52 -2.45 0.64
C 0.95 1.64 -0.41
C 1.97 0.56 -0.06
S 1.18 -1.10 -0.56
H 0.75 1.71 -1.48
H -0.04 1.50 0.04
H 1.32 2.62 -0.05
H 2.16 0.44 1.00
H 2.83 0.54 -0.72
H -1.30 -0.90 -1.30

Results of the Löwdin charge analysis, in e, for atoms 1 through 6: atom 1 (C): -0.460, atom 2 (S): 0.465, atom 3 (H): 0.001, atom 4 (H): -0.038, atom 5 (H): -0.004, atom 6 (C): -0.261

---

Entry 2
A 2-piece molecular cluster, C3H9S2 overall. Source: the Open Molecules 2025 dataset; level of theory: wB97M-V/def2-TZVPD.

Kohn-Sham gap: 6.0 eV
Total charge: -1

Atoms and positions in Å:
C 0.68 -2.96 0.43
S -1.04 -3.15 -0.04
H 0.99 -3.97 0.83
H 0.38 -2.24 1.20
H 1.34 -2.54 -0.32
C 0.66 2.12 -0.41
C -0.80 2.27 0.01
S -1.70 0.70 -0.63
H 1.06 1.04 -0.13
H 0.73 2.27 -1.44
H 1.44 2.82 0.06
H -1.45 3.14 -0.34
H -0.83 2.37 1.04
H -1.46 -1.88 -0.25

Results of the Löwdin charge analysis, in e, for atoms 1 through 6: atom 1 (C): -0.514, atom 2 (S): 0.536, atom 3 (H): 0.030, atom 4 (H): -0.006, atom 5 (H): 0.019, atom 6 (C): -0.288

---

Entry 3
A 2-piece molecular cluster, C3H9S2 overall. Source: the Open Molecules 2025 dataset; level of theory: wB97M-V/def2-TZVPD.

Kohn-Sham gap: 5.6 eV
Total charge: -1

Atoms and positions in Å:
C -1.77 -1.74 -0.18
S -2.38 -0.09 0.54
H -1.47 -1.61 -1.27
H -2.79 -2.28 -0.32
H -0.94 -2.17 0.45
C 1.72 2.19 -0.07
C 2.02 0.73 0.58
S 1.50 -0.55 -0.66
H 1.12 2.18 -0.90
H 1.23 2.87 0.71
H 2.72 2.52 -0.38
H 1.21 0.47 1.27
H 2.96 0.43 0.91
H -1.85 0.75 -0.46

Results of the Löwdin charge analysis, in e, for atoms 1 through 6: atom 1 (C): -0.524, atom 2 (S): 0.460, atom 3 (H): 0.018, atom 4 (H): 0.017, atom 5 (H): 0.004, atom 6 (C): -0.207

---

entry 1 comes first in stability; the runner-up is 0.0244 hartree higher.